C7H17NO | wB97M-V/def2-TZVPD

Calculated values
HOMO level: -9.297 eV
F_max: 3.2 eV/Å
SMILES: CCN(C)C(C)=O.CC
Lowest unoccupied orbital energy: 0.778 eV
Energy above the lowest of the compared OMol25 structures with the same formula, charge and spin: 32.9 kcal/mol

The geometry in XYZ format:
```
26
Properties=species:S:1:pos:R:3:mulliken_charge:R:1
O 1.24299 0.79318 1.99379 -0.634
N 0.22225 -0.60604 0.54237 0.320
C 0.69925 2.52069 -1.94580 -0.893
C -0.54430 -2.63077 -0.69842 -1.694
C -0.87057 -0.06731 2.72993 -1.215
C 1.53031 -0.64128 -0.12873 -1.078
C 0.34400 -0.00861 1.80961 0.718
C -0.69697 2.22753 -1.44947 -0.527
C -0.68700 -1.77358 0.56924 -0.183
H 1.83555 0.38036 -0.32658 0.180
H -1.31980 -3.34296 -0.79020 0.413
H -0.92243 2.93292 -0.65326 0.229
H -0.76256 -1.04400 3.19252 0.337
H 1.36090 -1.07334 -1.11281 0.441
H -0.83952 0.71171 3.49005 0.315
H 0.46351 -3.03704 -0.72752 0.409
H -0.44661 -2.48041 1.35170 0.310
H -1.46618 2.45438 -2.18941 0.350
H -1.72688 0.26110 2.14126 0.316
H -1.69685 -1.38962 0.59239 0.341
H -0.73186 1.21909 -1.04500 0.013
H 1.40652 2.32792 -1.13925 0.198
H 2.31208 -1.09878 0.47735 0.341
H 0.88847 3.54227 -2.27836 0.348
H 1.04111 1.89214 -2.76911 0.274
H -0.63538 -2.06958 -1.63632 0.372
```



C38H54BrF6KN6O7S6SbSi3 | wB97M-V/def2-TZVPD

Calculated values
HOMO level: -5.327 eV
F_max: 0.6 eV/Å
Charge: -1
Lowest unoccupied orbital energy: 0.891 eV
Energy above the lowest of the compared OMol25 structures with the same formula, charge and spin: 29.1 kcal/mol

The geometry in XYZ format:
```
123
Properties=species:S:1:pos:R:3:mulliken_charge:R:1
Sb 2.76772 -0.02735 2.66374 -0.489
Br -3.22678 -1.39824 -7.78806 -0.200
K 0.12674 0.76277 -0.54658 1.064
S 0.27099 -2.38516 0.43084 0.016
S 2.14012 -2.05683 -2.43104 0.208
S -0.72275 4.19781 -0.83136 0.683
S -1.15603 -3.01015 -2.59425 0.281
S -9.76279 -2.74788 -1.92291 1.197
S -1.30582 3.34698 1.72186 0.815
Si 4.89243 -1.29381 3.25900 0.534
Si 3.34611 2.25437 3.64946 0.559
Si 1.16243 -0.91499 4.43110 0.510
F -1.12640 5.57213 -2.98856 -0.207
F -3.93208 3.33719 2.01793 -0.244
F -3.06597 1.39989 1.57390 -0.148
F -2.91759 4.63471 -2.20846 -0.179
F -2.10756 6.39743 -1.24333 -0.212
F -2.81360 2.27060 3.53674 -0.218
O 0.42805 4.97641 -0.47934 -0.696
O -10.08802 -2.88190 -3.33300 -0.693
O -1.05343 4.32721 2.73266 -0.681
O -0.49649 3.03296 -1.66136 -0.445
O -8.71092 -3.62743 -1.45320 -0.670
O -10.90231 -2.62929 -1.03463 -0.692
O -0.36084 2.24992 1.60849 -0.321
N -7.69336 -1.01469 -1.73187 -0.294
N -2.86592 0.09180 -1.17314 0.666
N -1.73938 3.93524 0.33510 -0.326
N 2.76665 1.13619 -1.73982 0.681
N -9.82310 -0.03545 -2.02364 -0.516
N 0.73009 0.50280 -3.59360 1.093
C 4.86324 2.23671 -1.35967 -0.886
C 2.77851 -2.59029 -0.82595 -0.248
C 6.29952 -0.41331 2.37340 -1.101
C 3.71295 2.55894 -3.41487 -1.068
C 4.26390 3.20894 2.32111 -0.985
C 1.16658 -2.78291 4.25176 -0.726
C -1.02417 -4.25740 -1.28322 -1.235
C -4.87260 1.34502 -1.55912 -0.889
C -9.24880 1.15584 -2.01042 -0.358
C -7.88237 1.34047 -1.85434 -0.621
C 3.81742 1.40664 -0.97455 -0.532
C -3.61847 -1.01202 -1.16597 -0.954
C -0.97772 -3.65832 0.12197 -1.121
C -4.98818 -1.02019 -1.33751 -0.801
C -1.99098 -0.77860 -6.49375 -0.203
C -5.64585 0.19064 -1.53809 1.154
C 4.80325 2.83241 -2.60489 -0.619
C -9.01017 -1.08520 -1.87671 0.018
C -0.17607 0.11276 -4.60305 -1.044
C 5.26374 -1.44030 5.09205 -0.988
C 1.67168 -0.42305 6.16998 -1.004
C 1.80920 -3.29452 0.11958 -0.681
C -1.49730 -0.13368 -4.24603 0.019
C 1.56767 -3.61717 -3.15724 -1.191
C 4.44836 2.11259 5.16770 -1.082
C 0.23561 -0.12320 -5.91394 -0.310
C 4.75565 -3.03405 2.56565 -0.869
C -7.12594 0.18796 -1.71886 0.562
C 1.61347 1.36334 -3.86996 -0.947
C -0.67246 -0.56939 -6.86244 -0.701
C -2.41321 -0.56540 -5.19054 -0.335
C 0.15778 -3.51585 -3.73169 -0.581
C -2.88846 2.54252 2.23250 0.474
C 1.78505 3.16300 4.11191 -0.451
C -0.53788 -0.23879 4.06442 -0.420
C -3.50302 1.24699 -1.37289 -0.325
C 2.72273 1.70115 -2.95213 0.654
C -1.79491 5.27050 -1.87311 0.458
H 1.63472 1.88054 -4.83572 0.475
H 4.54011 4.20048 2.69099 0.454
H -0.13980 -4.86529 -1.47009 0.491
H 6.39312 0.62074 2.70811 0.233
H 1.62683 -4.39773 -2.39977 0.366
H 4.63844 3.10030 5.59684 0.425
H 0.88088 -3.04700 3.23005 -0.054
H -1.91621 -3.15049 0.34822 0.526
H -0.85864 -0.49732 3.05321 0.019
H 5.68856 2.41745 -0.68452 0.437
H 3.65755 -3.22462 -0.96241 0.647
H 0.95132 -0.78273 6.90944 0.424
H -3.44055 -0.75324 -4.90819 0.605
H 1.27668 0.00283 -6.18538 0.525
H -1.79663 0.00898 -3.21725 0.688
H -2.88875 2.13898 -1.38824 0.235
H -3.08610 -1.94387 -1.02482 0.116
H -9.90816 2.01114 -2.12686 0.404
H 0.12511 -2.74649 -4.50738 0.006
H 2.03808 4.11671 4.58420 0.480
H -0.86503 -4.45662 0.85802 0.518
H 0.45025 -3.25082 4.93246 0.428
H -1.88360 -4.92759 -1.33894 0.592
H -1.26240 -0.65378 4.77122 0.464
H 4.47067 -2.00245 5.59099 0.245
H 3.11785 -1.65698 -0.36837 -0.419
H 5.41204 1.66091 4.92821 0.252
H 1.71487 0.66474 6.25017 0.222
H -5.56280 -1.93686 -1.32438 0.733
H -7.45361 2.33203 -1.83736 0.376
H 3.89743 -3.55666 2.99475 0.212
H 3.63915 3.34461 1.43560 0.256
H 4.63182 -3.01376 1.48141 0.049
H 2.65566 -0.81760 6.43006 0.197
H 2.24799 -3.90783 -3.95991 0.636
H 5.58621 3.49923 -2.94152 0.421
H 1.53590 -4.27937 -0.25862 0.540
H -5.31165 2.32089 -1.71595 0.369
H -0.35522 -0.76580 -7.87725 0.406
H 3.96916 1.50064 5.93447 0.293
H 5.65191 -3.61656 2.79632 0.451
H 7.25703 -0.91234 2.54506 0.412
H 3.81834 0.94751 0.00884 0.483
H 5.33157 -0.46202 5.56804 0.278
H 2.15296 -3.20540 4.45829 0.200
H 3.62256 3.00254 -4.39794 0.475
H 6.20571 -1.97008 5.25776 0.416
H 5.17953 2.69320 2.02068 0.111
H -0.56030 0.84938 4.14991 -0.050
H 1.16721 2.59882 4.81311 0.193
H 1.17270 3.37535 3.23690 -0.310
H 6.11431 -0.39919 1.29583 0.259
H -0.11066 -4.46267 -4.20469 0.603
H 2.31794 -3.45088 1.07263 0.052
```



C20H19AgBrN3O3S | wB97M-V/def2-TZVPD

Calculated values
HOMO level: -1.022 eV
F_max: 0.5 eV/Å
Charge: -2
Lowest unoccupied orbital energy: 3.994 eV
Energy above the lowest of the compared OMol25 structures with the same formula, charge and spin: 0.0 kcal/mol

The geometry in XYZ format:
```
48
Properties=species:S:1:pos:R:3:mulliken_charge:R:1
Ag 0.18200 -0.49700 0.49700 0.497
Br 5.36335 4.75696 -2.62435 -0.321
S 0.02960 -3.85081 0.69795 0.103
O -0.72975 -4.94602 0.03008 -0.617
O -1.19197 -0.35673 2.34263 -0.757
O 2.49014 0.45242 0.45818 -0.530
N -1.98110 0.02976 -0.54297 -0.471
N 0.41666 -2.62358 0.01351 -0.233
N 0.03864 1.88032 -0.28146 0.282
C -4.00042 3.09245 -0.03168 -0.940
C -0.64611 -0.19512 3.58042 1.714
C -4.65847 0.70072 -0.22800 -0.751
C 4.42160 3.37403 -1.68372 -0.125
C -2.33415 1.32328 -0.34444 0.585
C -2.99860 4.01257 0.02202 -0.620
C -1.64409 3.62085 -0.08618 -0.217
C 5.15069 2.34716 -1.04932 -0.288
C -1.76299 0.05276 4.62061 -1.937
C 0.90460 2.56992 -0.91508 -0.485
C -2.90052 -0.88833 -0.53156 -0.377
C 2.33915 2.41514 -0.90700 0.601
C 0.14269 -1.45096 4.00329 -1.520
C -3.67970 1.72153 -0.20378 1.359
C -4.27676 -0.59525 -0.37344 -0.630
C 3.04148 1.34053 -0.21224 -0.034
C 3.05736 3.39247 -1.61992 -0.680
C -1.28803 2.30717 -0.27055 -0.387
C 0.31750 1.01204 3.61383 -1.462
C 4.49130 1.37337 -0.36094 -0.762
H 1.09134 0.87852 2.85131 0.211
H 0.80044 1.14148 4.59313 0.418
H 6.23214 2.33475 -1.11751 0.350
H -2.33740 0.93330 4.31577 0.387
H -0.53113 -2.31299 4.01722 0.339
H 0.60793 -1.34134 4.99337 0.362
H 0.92204 -1.64969 3.26174 0.305
H -0.85947 4.35783 0.03427 0.537
H 5.03915 0.57441 0.12463 0.394
H -3.23677 5.05894 0.17676 0.356
H -1.37188 0.21346 5.63682 0.371
H -5.70357 0.96759 -0.11000 0.362
H -2.43627 -0.81024 4.63209 0.415
H 2.50527 4.18233 -2.11916 0.359
H 0.54578 3.39195 -1.55782 0.419
H -5.03850 3.38763 0.07655 0.330
H -2.55020 -1.91206 -0.64211 0.422
H -5.00090 -1.40006 -0.36673 0.374
H -0.24126 1.92323 3.37019 0.293
```



- Among the records above, which one has the highest F_max?
  C7H17NO



- Which value of HOMO level does entry 2 give?
  -5.327 eV



- Which formula does entry 2 have?
  C38H54BrF6KN6O7S6SbSi3



- What is the energy above the lowest of the compared OMol25 structures with the same formula, charge and spin in the first record?
  32.9 kcal/mol